# 1
This record from OMol25 describes one molecule with the formula C6H15NO2. The level of theory is ωB97M-V/def2-TZVPD.

Geometry as XYZ:
```
24
Properties=species:S:1:pos:R:3:forces:R:3:lowdin_charge:R:1
H 4.194 0.109 -0.883 -0.2518 -0.0374 -0.0556 0.10
O 3.683 0.054 -0.062 0.0696 0.2436 0.2470 -0.03
H -2.690 -0.241 0.608 -0.1019 -0.0448 0.0243 0.09
H 0.899 -1.663 -1.618 -0.0312 -0.1229 -0.0436 0.08
H 1.348 1.233 -0.966 -0.1540 -0.0405 0.2416 0.14
H -0.203 -0.458 -2.289 -0.0376 0.0823 -0.1069 0.09
H 0.936 -1.946 0.976 -0.0327 -0.2241 0.0156 0.09
C 1.357 0.475 -0.175 2.0202 -1.4624 -0.3356 -0.12
C 0.066 -1.300 1.052 0.0205 0.2682 -0.2133 -0.02
H 0.064 2.184 1.085 0.0717 0.0176 0.0578 0.07
C -2.303 0.293 -0.271 0.0456 0.1097 -0.0409 -0.10
H -1.094 1.193 1.996 -0.0227 -0.0090 0.0684 0.09
C 0.071 -0.349 -0.146 0.1328 1.3023 0.1864 -0.53
H -2.397 -0.346 -1.142 0.0349 -0.1205 -0.0454 0.07
O 2.438 -0.495 -0.485 -0.7134 0.5821 0.1073 -0.19
H 0.148 -0.762 1.993 -0.0524 0.0953 0.1051 0.08
C -0.890 1.668 1.026 0.1876 -0.0857 -0.0084 -0.10
H -1.645 2.437 0.865 -0.0458 -0.0541 0.0078 0.09
H 1.614 0.894 0.801 -0.1106 0.0301 -0.2034 0.12
H -2.936 1.162 -0.455 -0.0662 -0.0056 0.1039 0.08
C -0.036 -1.136 -1.456 -0.0192 0.1854 0.2637 -0.03
H -0.841 -1.865 -1.416 -0.0838 -0.0670 -0.0238 0.08
H -0.848 -1.891 1.059 -0.0106 -0.1406 0.0558 0.08
N -0.933 0.748 -0.096 -0.8490 -0.5019 -0.4079 -0.22
```
Forces are in eV/Å.

The energy relative to the best compared isomer or geometry (same formula, charge and spin) is 422.23 kJ/mol. Its HOMO energy is -8.50 eV.

---

# 2
This record from OMol25 describes C49H46BrN4O7Re as an isolated structure. The level of theory is ωB97M-V/def2-TZVPD.

Geometry as XYZ:
```
108
Properties=species:S:1:pos:R:3:forces:R:3:lowdin_spin:R:1
N -0.724 0.320 -1.229 0.1195 -0.0899 0.2828 -0.14
H 1.267 4.066 -3.148 0.0333 0.0199 0.0024 0.00
C 0.471 3.337 -2.986 0.0465 0.0008 -0.0129 0.00
C -1.214 2.998 1.127 0.0328 0.0145 0.0124 -0.01
H -2.492 -1.973 3.644 -0.0780 -0.0226 -0.0087 0.00
H 2.220 -4.719 -2.701 0.0020 -0.0046 -0.0024 0.00
H -0.546 3.453 3.113 0.0357 -0.0132 0.0400 0.00
N 3.952 -2.580 0.728 -0.0137 0.0077 -0.0975 0.00
H -4.672 -0.797 -0.870 -0.0138 -0.0105 0.0105 0.00
H -3.738 0.338 3.756 -0.0501 -0.0151 -0.0166 0.00
H 4.022 -6.417 0.357 -0.0006 -0.0075 0.0079 0.00
C -2.687 2.915 -2.182 0.0326 -0.0091 0.1100 0.00
H -2.252 -2.737 -1.601 0.1745 -0.0919 0.1698 0.00
H -3.025 -0.580 -0.314 0.1682 -0.0344 0.1426 0.00
H -2.842 -3.018 -3.230 -0.0190 -0.0043 -0.0300 0.00
H -0.972 -5.847 -0.003 -0.0259 -0.0394 0.0241 0.00
C 2.008 1.614 -2.038 0.1208 0.0688 -0.1667 0.00
H 3.595 2.597 2.409 -0.0237 -0.0232 -0.0137 0.00
Br 6.180 -2.079 -0.805 -0.0181 0.0212 -0.0304 0.00
H -0.337 3.551 -3.686 -0.0349 0.0137 -0.0434 0.00
C 3.051 -4.728 1.264 -0.0085 0.0338 -0.0345 0.00
H -3.819 0.696 -1.246 0.0064 0.0159 0.0121 0.00
C -0.299 0.662 3.614 0.0238 0.0118 0.0211 0.00
C -1.676 -1.377 4.050 0.0336 0.0085 -0.0504 0.00
C -1.965 2.587 -1.065 -0.1438 -0.0136 -0.0108 -0.01
H 4.292 1.377 0.436 0.0323 0.0065 -0.0300 0.00
H -4.074 -0.883 -3.144 0.0564 -0.0171 0.0423 0.00
C -3.074 -2.539 -2.278 -0.0137 0.0126 0.0070 0.00
H 2.321 -5.297 1.822 -0.0229 -0.0157 0.0262 0.00
C -0.674 1.709 0.673 -0.0500 -0.1070 -0.0423 -0.05
H -1.819 -1.282 5.130 0.0210 0.0018 0.0424 0.00
C -2.577 5.457 1.237 -0.0004 0.0164 0.0143 0.00
C 3.052 -3.342 1.355 0.0167 0.1255 0.1094 0.00
O 2.066 -3.001 3.446 0.0513 -0.0059 0.0730 0.01
C 0.620 -5.469 -1.425 0.0102 -0.0030 0.0412 -0.01
H -2.680 1.122 4.929 -0.0113 0.0059 0.0507 0.00
H 3.102 2.297 4.415 0.0255 0.0170 -0.0018 0.00
N 0.147 0.802 1.218 -0.0496 -0.4949 -0.3393 -0.14
C -1.820 5.006 2.286 -0.0238 0.0166 -0.0117 0.00
C 0.574 1.021 2.578 -0.0577 0.1097 0.0298 -0.01
C -3.414 4.998 -1.123 0.0103 -0.0063 -0.0033 -0.01
O 1.926 -0.973 -1.200 -0.2550 -0.2770 0.3719 0.06
C 2.807 2.109 1.824 0.0548 0.0903 0.0284 0.00
C -2.795 0.874 3.872 -0.0052 -0.0117 -0.0225 0.00
C 1.810 1.623 2.858 -0.0371 0.0352 0.0424 0.00
H 1.418 -6.882 -2.427 -0.0358 0.0105 0.0176 0.00
C 3.481 0.980 1.050 -0.0313 -0.0226 -0.0152 0.00
C 1.304 1.477 5.226 0.0038 0.0192 0.0022 0.00
N 0.363 -2.859 -0.658 -0.0186 -0.0593 -0.0786 0.00
H 1.599 1.641 6.255 0.0023 0.0171 0.0239 0.00
H 5.716 -4.984 -0.811 -0.0070 -0.0010 -0.0130 0.00
C -1.111 1.463 -0.639 0.0539 -0.1244 0.0509 -0.07
H -0.748 -1.918 3.875 0.0437 -0.0324 -0.0333 0.00
C -1.989 3.479 0.039 -0.0164 -0.0198 -0.0202 -0.03
H 3.033 3.627 0.306 0.0206 0.0144 -0.0354 0.00
H -0.579 0.605 5.730 -0.0296 -0.0136 0.0400 0.00
H -2.993 -1.132 -4.967 -0.0099 -0.0075 -0.0056 0.00
H -2.862 1.807 3.311 0.0076 0.0331 -0.0116 0.00
Re 0.327 -0.956 0.119 -0.3599 0.6523 0.0903 1.36
C -3.411 4.135 -2.188 0.0041 0.0178 0.0143 0.00
H -3.975 5.923 -1.171 -0.0240 0.0329 -0.0031 0.00
C -0.933 0.236 -2.651 -0.0470 0.0000 0.0294 -0.01
C 2.147 1.838 4.191 0.0148 -0.0580 -0.0091 0.00
O 1.272 -1.769 1.781 0.1390 0.1802 -0.0289 0.03
C 0.087 0.899 4.930 0.0176 -0.0090 -0.0309 0.00
H 2.676 2.468 -1.902 0.0236 0.0497 -0.0062 0.00
C -1.640 0.001 3.380 -0.0379 -0.0335 -0.0851 0.00
H 3.896 0.231 1.724 0.0178 -0.0201 0.0233 0.00
C -1.416 -3.193 0.872 -0.1128 -0.1206 -0.0448 0.01
C -0.421 -3.788 -0.105 -0.1238 -0.0722 -0.0415 -0.01
C 1.301 -3.195 -1.543 0.0264 -0.0340 -0.0595 -0.01
C -0.178 0.693 -4.891 -0.0054 0.0227 -0.0256 0.00
H 2.792 0.468 0.384 0.0275 -0.0249 0.0156 0.00
C 4.941 -4.559 -0.191 0.0038 0.0227 0.0002 0.00
H 1.655 1.973 -4.079 -0.0123 -0.0004 0.0401 0.00
H 0.530 1.166 -5.560 0.0279 0.0161 -0.0065 0.00
C -0.323 -5.117 -0.463 0.0338 0.1202 -0.0483 0.00
C 4.860 -3.187 0.001 -0.0170 0.0002 0.0294 0.00
C 2.063 -2.645 2.280 -0.1693 -0.3415 -0.1435 0.01
C 4.003 -5.339 0.465 -0.0600 0.0333 -0.0160 0.00
H -3.974 -2.993 -1.865 -0.0278 -0.0222 0.0411 0.00
C 1.046 1.926 -3.170 0.1384 -0.0468 -0.0283 0.00
H -1.748 5.611 3.181 -0.0004 0.0167 0.0273 0.00
O 0.712 -6.781 -1.779 0.0151 0.0068 -0.0051 0.00
C 1.447 -4.495 -1.976 0.0227 0.0629 0.0663 0.00
H -1.287 -0.201 -6.493 -0.0029 -0.0133 -0.0344 0.00
O 3.042 -2.126 -2.762 0.0550 -0.0286 -0.0536 0.01
H -3.978 4.390 -3.075 -0.0101 0.0121 -0.0170 0.00
H -3.096 6.405 1.305 -0.0119 0.0265 0.0052 0.00
C -1.203 -0.063 -5.423 0.0218 -0.0063 0.0015 0.00
C -0.029 0.893 -3.521 -0.0554 0.0003 -0.0839 0.00
C -1.123 3.768 2.255 -0.0285 -0.0302 -0.0595 0.00
C -2.141 -0.594 -4.567 0.0157 0.0308 -0.0034 0.00
H 1.771 3.992 1.490 0.0160 0.0322 0.0428 0.00
H 0.092 3.487 -1.977 0.0146 0.0208 -0.0077 0.00
C -2.680 4.680 0.051 -0.0038 -0.0075 -0.0341 -0.01
C 2.182 -2.027 -1.910 0.0302 -0.1835 -0.0120 0.01
H -2.704 2.278 -3.057 0.0009 -0.0164 -0.0150 0.00
H 1.484 1.450 -1.101 0.0748 0.0066 -0.1125 0.00
O -1.321 -1.898 0.964 0.2213 0.2572 -0.1152 0.05
H 1.484 2.797 0.227 0.0917 0.1384 0.1402 0.00
H -1.776 -0.156 2.313 0.0327 0.0055 0.0493 0.00
C -3.698 -0.380 -1.138 -0.0538 -0.0637 -0.0383 0.00
C -2.045 -0.445 -3.182 0.0388 0.0662 -0.0056 0.00
H 2.607 0.730 -2.238 -0.0284 0.1890 -0.0442 0.00
C 2.233 3.192 0.909 -0.0091 0.0592 -0.0008 0.00
O -2.233 -3.888 1.439 0.0297 -0.0476 -0.0329 0.01
C -3.244 -1.031 -2.441 -0.0890 -0.0488 -0.0313 0.00
```
Forces are in eV/Å.

As for the expectation value of S²: 1.166. The spin multiplicity is 2. The energy relative to the best compared isomer or geometry (same formula, charge and spin) is 29.45 kJ/mol. The net charge is -1. Its HOMO energy (spin up / spin down) is -4.70 / -4.21 eV.

---

# 3
This record from OMol25 describes a 6-piece molecular cluster, C31H64BN7O9 overall. The level of theory is ωB97M-V/def2-TZVPD.

Geometry as XYZ:
```
112
Properties=species:S:1:pos:R:3:forces:R:3:lowdin_charge:R:1
N -0.497 0.242 -2.498 -0.3247 0.2556 -0.0194 0.21
O 3.317 -2.482 -0.793 -0.1210 -0.0027 -0.0877 0.01
C -0.581 -1.165 2.406 -0.5786 1.2775 -0.5915 -0.19
H 5.657 -0.153 1.825 0.0245 0.1517 -0.0065 0.08
H -0.567 -1.983 5.282 -0.1821 -0.0341 0.3087 0.06
H -4.298 1.585 -7.200 0.0608 -0.0827 -0.0579 0.08
H -2.171 5.069 2.650 -0.1578 -0.0264 -0.0621 0.09
C 0.152 -6.607 -2.676 -0.2071 -0.3124 0.2878 -0.05
H -1.979 0.086 3.399 0.0940 0.4928 0.0427 0.11
H 6.188 -4.495 -4.235 0.1772 0.1028 -0.2213 0.07
C -4.598 2.115 0.626 0.0508 0.0354 0.1224 0.00
H 4.009 0.314 2.281 0.0546 0.1439 -0.0143 0.09
H 0.236 -7.353 -1.875 -0.1308 -0.0177 -0.1876 0.09
H 0.834 -0.384 4.470 0.0979 0.4607 0.0590 0.10
H -1.990 -0.933 5.376 0.0492 0.0396 0.1936 0.06
H 1.743 -2.927 -6.543 0.1080 -0.1561 -0.1915 0.13
H -5.105 1.181 0.381 -0.0737 0.0615 -0.0857 0.08
H -1.623 -0.041 0.837 0.2094 -0.1621 0.0351 0.08
H -5.030 2.930 0.045 -0.0737 -0.0961 -0.0676 0.09
H 4.064 -2.013 1.416 -0.0049 0.0183 0.0242 0.14
H 1.698 -3.834 -2.588 0.2046 0.0894 -0.3524 0.13
H -1.748 4.064 -6.211 0.0195 -0.0102 -0.0078 0.14
C -0.826 -0.784 0.919 0.1866 -1.0132 0.2657 -0.18
N 4.139 -1.189 0.840 -0.0244 0.1045 -0.2283 0.01
O 1.496 1.898 6.584 0.2496 -0.2561 -0.1063 0.01
H 0.283 5.828 7.490 0.4120 0.1288 0.3211 0.08
N 0.648 3.771 7.458 3.0990 -1.3130 1.3094 0.00
O -0.894 -5.662 -2.395 0.8783 0.5046 0.0684 0.03
C -1.483 -2.986 -3.123 -0.0239 0.2128 1.3623 -0.17
H -3.274 2.261 -2.863 -0.1911 -0.2237 0.1879 0.05
H -0.973 -2.909 0.667 0.1898 -0.1623 -0.4326 0.10
C -3.720 1.369 -6.300 -0.0186 0.0069 0.0506 0.00
H 3.170 0.606 -1.026 0.0910 0.0704 -0.0106 0.09
C 4.650 0.027 1.445 -0.0651 -0.3501 0.2280 -0.07
H 3.331 4.348 7.106 0.0236 0.0521 0.1232 0.08
O 3.600 -3.237 -5.804 -0.1829 -0.2555 -0.3118 -0.15
C 3.799 -0.211 -1.383 -0.0464 -0.0572 -0.0357 0.00
H -1.986 3.654 -8.648 0.0047 -0.1065 -0.1247 0.08
C -0.335 -3.168 -2.205 0.7458 -0.0492 -0.7450 -0.21
C -3.390 4.804 6.156 0.0605 -0.0795 0.0919 0.00
H -1.241 -1.994 2.676 0.2692 -0.0679 0.1637 0.11
C -3.118 1.999 0.352 0.2672 -0.0304 -0.3446 -0.54
H -3.489 4.405 3.636 0.0328 0.0294 0.1075 0.07
C -3.048 2.621 -5.791 0.0120 0.0563 0.1390 -0.53
C -0.462 -0.729 -1.888 1.3811 -0.5806 0.0287 -0.18
H 2.461 -4.496 -7.035 0.1017 0.0609 0.0732 0.12
C -2.440 4.301 3.378 0.5397 -0.1559 0.1140 -0.06
C -1.921 4.664 5.835 -0.2177 0.0792 -0.3863 -0.47
H 0.476 -1.431 2.514 -0.1921 -0.3251 0.1365 0.11
C -0.891 0.092 3.269 0.8518 -0.9021 0.0020 -0.23
H 1.408 -2.141 -3.001 0.0655 -0.1234 -0.0500 0.13
C -3.542 1.529 -2.100 0.4694 0.0031 -0.0022 -0.07
O 0.736 -3.448 -4.426 0.4382 -0.4316 0.5974 -0.10
H -1.725 1.671 -1.009 -0.0358 -0.0310 -0.1835 0.10
C 5.713 -3.673 -4.777 -0.4025 -0.2303 -0.4750 -0.06
N -2.728 1.735 -0.911 -0.3091 0.0792 0.3876 0.03
C 3.072 3.405 7.589 0.1226 -0.1501 -0.1239 -0.02
H -0.387 -5.819 -0.112 0.2938 -0.0330 0.2308 0.12
O -2.275 2.129 1.239 -0.2269 0.0647 0.0194 -0.03
H -2.979 0.599 -6.515 -0.0484 -0.0163 -0.0874 0.09
O -3.282 3.077 -4.681 -0.0330 0.1544 -0.3629 0.01
H -3.336 0.530 -2.493 -0.1492 0.0201 -0.0696 0.07
H -2.264 1.946 -8.270 -0.0204 -0.0023 0.0485 0.07
H 3.124 3.522 8.672 0.0262 0.1185 -0.0297 0.08
C 4.613 -4.215 -5.713 0.7095 -0.0438 0.8125 -0.29
H 4.828 0.136 -1.487 -0.0392 0.1110 0.0329 0.09
H 4.682 0.841 0.729 -0.0231 -0.0354 -0.0370 0.07
O -0.055 -4.929 -0.291 -0.1943 0.2509 -0.4016 0.21
C 0.683 5.058 8.142 0.5896 -0.2793 0.2219 -0.08
H -0.584 4.355 4.409 0.0201 -0.0740 -0.0698 0.15
H 0.065 5.009 9.039 0.0448 0.1379 0.0242 0.09
C 1.690 2.957 7.171 -0.4373 0.4960 0.3787 -0.54
H -0.233 3.413 7.149 0.3380 -0.1920 0.3268 0.10
H 4.258 -5.160 -5.273 -0.3207 0.1704 -0.1547 0.11
H -2.269 3.321 2.930 -0.2167 0.1740 -0.0848 0.05
H 5.026 -4.461 -6.702 -0.1563 0.0892 0.0389 0.12
C -0.166 -2.009 -1.182 -1.8717 0.0463 -0.0869 -0.22
H -4.395 0.998 -5.535 0.0406 0.0555 0.0452 0.08
N -2.515 -2.796 -3.588 -0.0558 0.0013 -0.4676 0.20
C -0.166 0.033 4.628 -1.0904 -0.7282 -0.2332 -0.25
B -0.433 -4.629 -1.572 -0.6148 -0.4826 -0.2196 -0.61
H -0.082 1.011 5.096 0.0321 -0.0958 0.0029 0.07
C 3.730 -1.385 -0.437 0.0094 -0.0873 0.0735 -0.55
C 0.994 -3.152 -3.078 -0.4058 0.3030 0.4427 -0.13
H 0.972 -5.206 -5.431 0.0611 -0.0337 0.3320 0.13
H 1.135 -6.129 -2.748 -0.1466 0.0328 -0.1674 0.08
N -1.579 4.438 4.547 -0.2266 0.2418 0.4618 0.04
H 5.248 -3.027 -4.027 0.0805 0.0364 -0.1489 0.07
N -2.160 3.237 -6.612 -0.1337 -0.1540 -0.0380 0.01
H 1.698 5.325 8.425 0.0823 -0.2137 0.1042 0.07
H -0.091 -7.101 -3.617 0.0670 0.0247 0.1038 0.10
H -4.601 1.617 -1.877 0.0096 0.0120 0.0933 0.08
H 0.866 -2.001 -0.819 -0.0164 0.0236 -0.1568 0.14
H -3.927 3.892 5.893 -0.0789 0.0731 -0.0794 0.09
H 2.355 -4.804 -4.343 -0.3077 0.0028 0.2340 0.11
H -2.173 -2.017 -0.262 0.1674 -0.1272 -0.3015 0.13
C 2.351 -3.775 -6.215 -0.2931 0.3307 0.7010 -0.17
C -1.117 -2.039 0.027 0.2126 0.9275 0.8861 -0.13
H 0.112 -0.317 0.592 -0.2640 0.1874 -0.1499 0.11
H -0.678 -0.748 6.590 -0.1115 -0.3212 0.0008 0.06
C 1.597 -4.400 -5.020 0.0816 -0.1157 -1.4914 -0.17
H 6.441 -3.120 -5.372 0.0680 0.0665 0.3614 0.07
H -0.594 0.964 2.678 -0.1501 0.0130 0.2155 0.09
H -3.500 4.979 7.222 0.0772 -0.0034 0.0020 0.08
H -0.678 2.673 -7.966 -0.0173 -0.0956 -0.1342 0.08
H 3.438 -0.525 -2.359 -0.0058 -0.0681 0.0330 0.08
H -3.819 5.649 5.616 -0.0634 -0.0823 -0.0589 0.09
C -0.911 -0.980 5.549 0.6536 0.5952 -0.4172 -0.10
O -1.052 4.746 6.704 -4.2113 1.5080 -2.3046 -0.08
H -4.745 2.323 1.682 0.0769 -0.0148 0.0095 0.08
H 3.791 2.649 7.286 -0.0418 -0.0409 -0.0344 0.08
C -1.755 2.848 -7.950 0.1515 0.3494 0.2325 -0.08
```
Forces are in eV/Å.

The energy relative to the best compared isomer or geometry (same formula, charge and spin) is 0.00 kJ/mol. Its HOMO energy is -8.22 eV.